No. 1
Here is a molecular structure, C39H59BCl45F3INO9P2 in a non-equilibrium geometry from OMol25. Energies are from ωB97M-V/def2-TZVPD.

The geometry in XYZ format:
```
160
Properties=species:S:1:pos:R:3:forces:R:3
I -4.765373 -4.087369 -0.303121 0.742 0.240 0.485
Cl 2.777209 -2.342373 -4.475379 0.030 -0.004 -0.160
Cl -7.757646 0.503050 8.944026 0.078 0.038 -0.072
Cl 3.161317 4.232254 -11.774939 0.087 0.073 0.015
Cl 4.726694 -4.178180 0.557959 0.154 -0.392 -0.047
Cl -8.923886 -6.884413 -0.275458 -0.028 0.101 -0.023
Cl 3.605297 7.073490 -3.970405 -0.200 -0.962 -0.103
Cl -5.777725 2.580637 9.399453 -0.011 -0.058 -0.090
Cl 0.709661 -0.237606 4.514224 -0.128 0.954 0.455
Cl -6.443059 -8.145154 10.144115 -0.042 0.083 0.003
Cl -1.265244 6.545720 -8.153943 0.079 0.017 -0.039
Cl 0.678059 2.672951 4.677185 -0.013 -0.007 -0.088
Cl 1.457785 6.959459 -7.221440 -0.025 -0.002 -0.070
Cl 7.359565 5.647586 -0.311290 -0.046 -0.141 0.347
Cl 1.827658 10.426205 -4.274353 0.028 0.008 0.039
Cl 3.555434 6.868484 -12.930177 0.060 -0.047 0.071
Cl -4.385131 -5.184946 -6.282405 0.041 0.073 -0.049
Cl 7.347644 0.242540 3.945301 -0.031 0.010 0.083
Cl -0.812033 0.367020 12.609635 0.000 0.088 -0.055
Cl 7.218457 -5.593501 1.050765 -0.097 -0.041 0.024
Cl 0.208273 1.080542 7.070354 -0.084 0.079 -0.230
Cl -8.049439 -5.156767 -2.442475 -0.062 0.030 0.076
Cl 5.860092 4.192629 1.708809 -0.093 0.035 -0.073
Cl -5.300902 -5.536639 10.729273 -0.067 -0.005 -0.050
Cl 4.805076 4.437197 -0.987355 0.299 -0.027 0.614
Cl 3.202095 -0.712910 -6.842386 -0.078 -0.037 0.017
Cl -7.814193 -4.263050 0.313016 -0.648 -0.096 0.041
Cl 5.343840 5.048719 -5.122910 0.024 0.052 0.060
Cl 3.238387 6.575313 -10.055559 0.417 0.080 -0.166
Cl 6.390864 6.909367 -3.148899 -0.188 0.039 -0.205
Cl -4.935458 -0.068167 8.551414 -0.173 -0.027 -0.160
Cl -5.528542 -6.435988 7.976214 -0.546 -0.359 0.484
Cl 4.509757 9.769734 -3.372917 0.147 1.047 0.181
Cl -3.467593 -4.586311 6.862910 0.482 0.407 -0.472
Cl -1.941635 -4.740426 4.395327 0.177 0.073 0.327
Cl -1.705126 -4.294316 -6.971401 -0.049 0.031 -0.014
Cl -3.875634 -6.812287 5.036951 0.031 0.109 -0.039
Cl 5.132956 1.530458 5.318064 0.045 -0.052 0.017
Cl 0.660610 1.032520 10.192677 0.015 0.054 0.243
Cl 0.813461 4.636118 -8.845702 -0.164 0.039 0.058
Cl -3.643207 -2.398708 -5.927007 -0.232 0.025 -1.164
Cl 5.650395 -1.298286 5.731293 0.126 0.083 0.184
Cl 3.203014 -3.612329 -7.055431 -0.080 0.049 0.000
Cl -2.214496 0.654698 10.079209 0.146 0.173 0.164
Cl 4.056459 12.163659 -4.957494 -0.059 -0.020 0.086
Cl 5.326358 -5.192104 3.218881 0.015 -0.042 -0.052
P 1.961123 2.093671 -1.883678 0.881 -3.034 -1.588
P 2.025520 -1.832326 2.675628 0.445 -1.345 0.429
F -3.768413 2.779008 1.931532 -0.817 -1.464 0.608
F -5.196586 1.118668 2.578938 1.374 0.976 -0.270
F -3.886595 2.117275 4.037936 -0.346 -0.199 -1.617
O 0.359001 2.377587 -2.252913 1.790 0.841 1.472
O -2.340413 -2.166573 -0.003847 -1.568 -0.425 0.649
O -2.618988 -0.068838 3.763100 -0.406 -0.208 -0.363
O 2.241528 0.652145 -2.181969 -0.529 1.368 0.341
O -3.161438 -2.520842 2.272596 0.858 -0.447 -0.801
O -4.986054 -2.754414 3.261538 0.336 0.549 -0.528
O 2.958017 2.971543 -2.919441 -1.892 -0.235 1.390
O -0.009452 -1.928430 0.772581 0.281 0.575 0.960
O -2.332441 -5.386102 1.323099 1.094 1.537 -0.743
N -4.427803 -2.065677 2.476882 -0.921 -0.418 0.646
C 1.148798 0.242548 0.821616 0.258 0.270 -0.274
C -2.401241 -1.750970 1.335567 1.325 2.465 0.378
C -0.992189 -2.719664 -2.370188 0.091 0.240 -0.133
C -0.014693 1.172598 5.318345 -0.268 -0.182 0.361
C -0.578327 -0.834457 -4.062859 0.096 -0.528 0.685
C 3.889835 -1.516212 2.624656 -0.339 -0.465 -0.677
C 2.809902 -2.236171 -1.100982 1.635 -0.864 -0.356
C 5.750479 5.230325 0.282138 0.266 0.079 0.081
C 5.508931 -5.467767 1.481077 0.099 0.089 -0.088
C 1.268390 -1.314368 0.985413 1.967 -0.860 -1.553
C 0.448505 6.337412 -8.534299 -0.129 -0.100 0.130
C 2.638818 2.698682 -4.298935 -0.807 0.319 -2.514
C -2.769377 0.620863 2.528285 -0.490 0.961 -0.124
C -2.334568 -3.462975 -2.010482 -0.475 -0.214 0.280
C 4.972226 5.992258 -3.674515 -0.192 -0.037 -0.388
C 2.414828 2.368445 -0.102056 0.736 0.715 0.741
C -3.492407 -5.092645 5.170091 -0.140 -0.052 0.030
C -0.892138 -1.788992 1.892656 -0.862 -1.144 0.085
C -0.348106 3.132192 -1.244708 -1.544 1.025 0.049
C 3.867727 5.833591 -11.531935 -0.112 -0.009 -0.063
C -0.864214 1.225813 11.065668 -0.034 -0.136 -0.062
C -6.262560 -6.478149 9.582230 0.012 -0.097 -0.110
C 0.086014 4.648027 -1.123380 -0.117 -0.062 0.686
C 2.516580 1.010665 0.724178 -0.079 0.356 0.023
C 1.912227 -3.723897 2.601497 0.041 -0.375 -1.155
C -3.953968 1.673326 2.721088 1.008 -0.063 1.080
C 2.514290 -2.216471 -6.216573 0.061 -0.032 0.095
C -3.415308 -3.848011 -6.911522 -0.030 0.036 0.026
C -8.771395 -5.213698 -0.830293 0.016 -0.051 -0.004
C 6.379980 0.281288 5.423937 -0.058 -0.001 -0.102
C -0.379220 -5.280521 -0.357101 0.103 -0.893 -0.024
C 3.381817 11.078794 -3.736034 0.175 -0.002 0.010
C -1.119532 -1.157607 -2.611551 1.319 0.202 0.011
C 1.645544 3.767722 -4.935880 0.253 -0.391 0.727
C -2.636569 -3.469349 -0.413706 0.846 -1.101 -2.819
C -6.199384 1.161884 8.434094 -0.008 0.013 0.087
C -2.929651 -0.247648 1.233573 0.418 -0.038 -0.927
C -3.530275 -2.935295 -2.893300 1.047 0.609 -1.134
C 2.218170 -1.942647 -0.096553 -2.304 1.668 1.027
B -1.786167 -4.722908 0.172677 -0.105 -0.558 1.910
H -6.281803 1.468030 7.395862 0.016 -0.037 0.126
H 5.024999 -6.407136 1.232337 0.052 0.114 0.047
H -0.164454 -2.871536 -1.623569 -1.054 -0.065 -0.546
H 0.853912 -4.077070 2.755605 1.023 0.483 0.061
H -3.487908 -0.334055 4.126073 0.562 0.161 -0.353
H -0.142367 -6.233672 0.205640 -0.292 1.006 -0.476
H 4.322680 -1.975219 1.699412 -0.235 0.743 0.809
H 0.669993 6.904043 -9.432816 -0.048 -0.082 0.105
H 3.583474 -2.610540 -1.795768 -1.175 0.554 0.629
H -9.765182 -4.780696 -0.886108 0.124 -0.053 0.002
H 4.941872 5.719902 -11.424546 -0.134 0.023 0.006
H 5.241817 6.147158 0.564157 0.034 -0.118 -0.054
H 7.035380 0.522198 6.254945 -0.086 -0.032 -0.099
H -1.081570 1.173156 5.110681 0.112 0.037 0.021
H -3.747198 -3.631496 -7.922046 0.054 -0.054 0.115
H 4.698800 5.304524 -2.876186 0.103 0.436 -0.691
H 2.174561 1.694299 -4.478862 0.606 0.627 0.704
H -0.609786 -3.193909 -3.325749 -0.480 0.502 0.887
H 0.272225 4.858454 -0.030590 0.048 -0.059 -1.129
H -0.823542 -2.734691 2.509441 -0.071 1.026 -0.324
H -0.455485 -5.601723 -1.438707 0.335 0.646 0.992
H 4.358422 -2.034029 3.507988 -0.654 0.697 -0.848
H 3.348489 0.431428 0.252282 -1.013 0.122 0.278
H -1.169094 -1.443972 -4.795190 0.403 0.868 0.322
H 1.013111 4.872508 -1.715024 -0.836 -0.197 0.528
H 0.478736 -1.224087 -4.101776 -1.064 0.540 0.048
H -0.734106 5.361583 -1.421455 0.889 -0.876 0.027
H 1.924546 4.768405 -4.516736 -0.251 -0.668 -0.742
H -2.126561 -0.723479 -2.390883 0.696 -0.572 -0.402
H -0.644820 -0.919637 2.539011 -0.367 -0.660 -0.555
H -1.010871 2.282186 11.267663 0.023 -0.129 -0.028
H 0.561438 0.675331 1.685556 0.567 -0.531 -0.780
H -0.546878 0.261588 -4.285986 -0.240 -0.939 0.032
H -4.264601 -4.529337 4.655409 0.148 -0.051 -0.010
H 2.585149 -4.212678 3.348221 -0.622 0.634 -0.419
H -0.312391 2.624194 -0.243046 0.188 0.339 -0.954
H -4.089610 -2.067167 -2.447736 0.414 -1.043 -0.214
H 1.724750 3.724620 -6.058715 0.039 0.239 1.175
H -3.959637 -0.202889 0.777012 0.979 -0.284 0.749
H -2.192197 -4.548641 -2.296065 -0.229 1.063 0.381
H 3.470238 2.778745 -0.111350 -1.430 -0.502 -0.111
H 0.568882 0.442407 -0.119654 0.450 -0.480 0.761
H 3.578655 2.719928 -4.921367 -0.715 0.027 1.126
H -3.067941 -2.523135 -3.847770 -0.441 -0.611 1.838
H -0.398602 -0.649181 -1.901605 -0.833 -0.485 -0.627
H 0.573908 3.563815 -4.657587 1.084 0.115 -0.189
H -1.743324 -5.154047 2.076877 -0.537 -0.807 -0.454
H -1.846809 1.261107 2.404363 -0.895 -0.676 0.337
H 1.801273 3.145832 0.426649 0.447 -0.725 -0.550
H -4.221658 -3.747190 -3.256664 0.584 0.884 0.733
H -7.249885 -6.031624 9.518456 0.120 -0.055 0.035
H 2.863754 1.252731 1.773444 -0.349 0.058 -1.128
H -1.434139 3.130477 -1.549126 1.171 -0.278 0.163
H 0.489415 -4.590243 -0.192395 -0.811 -0.375 -0.452
H 3.215771 11.649554 -2.827798 -0.014 -0.057 -0.127
H -2.261991 0.211715 0.442926 -0.598 -0.532 0.832
H 2.228404 -4.114814 1.588368 -0.339 0.433 1.022
H 4.047577 -0.410057 2.654504 0.092 -0.998 0.103
H 1.443370 -2.203226 -6.398555 0.112 0.017 0.039
```
Positions in Å, forces in eV/Å.

The total energy is -660327.0492 eV. Its energy above the lowest of the compared OMol25 structures with the same formula, charge and spin is 83.5 kcal/mol. As for the strongest force on any atom: 3.54 eV/Å. The value obtained for the HOMO energy is -8.10 eV.


No. 2
Here is 3 unconnected molecules or ions with the total composition C4H16N2O2 in a non-equilibrium geometry from OMol25. Energies are from ωB97M-V/def2-TZVPD.

The geometry in XYZ format:
```
24
Properties=species:S:1:pos:R:3:forces:R:3
O -0.628780 -3.037512 -2.109736 0.278 0.301 -0.108
O 1.783698 -0.781925 -0.904771 -0.088 -0.613 0.557
N -0.697146 1.458427 -1.934340 0.433 -0.060 0.364
N -0.567957 -1.505684 2.639531 -0.384 0.342 -0.194
C 0.353087 1.556861 0.439696 0.611 -1.092 -1.425
C -0.186455 2.275287 -0.808785 -1.028 0.592 -0.142
C 0.152584 -0.392275 2.025441 1.141 -0.523 -1.350
C -0.549849 0.424376 0.895270 0.292 0.398 2.468
H 0.560534 2.927373 -1.258869 0.214 0.030 0.225
H -0.821267 -0.155021 0.042213 -0.296 -0.901 -0.327
H 0.555879 0.216810 2.827821 -0.571 0.694 0.176
H 1.007301 -0.365670 -1.293462 0.375 -0.067 -0.299
H 1.099989 -0.712822 1.572045 -0.229 -0.652 0.092
H -0.009664 0.789831 -2.249797 0.089 0.053 -0.319
H -1.516897 -1.185797 2.808254 -0.017 -0.092 0.277
H 1.288434 1.083609 0.040629 -0.495 0.437 0.969
H 2.497917 -0.893047 -1.530514 -0.111 0.210 -0.490
H -0.415272 -3.690439 -1.438168 0.010 -0.045 0.062
H -1.025151 2.929035 -0.557499 0.022 0.062 0.158
H -0.682513 -2.304980 2.029014 0.253 0.087 -0.239
H -1.542197 0.934968 -1.746717 -0.005 0.140 0.277
H 0.181382 -2.512003 -2.196119 -0.248 -0.235 0.115
H 0.616658 2.168725 1.295647 -0.016 0.563 -0.200
H -1.454315 0.771870 1.413215 -0.231 0.371 -0.648
```
Positions in Å, forces in eV/Å.

The total energy is -11482.0535 eV. Its energy above the lowest of the compared OMol25 structures with the same formula, charge and spin is 21.2 kcal/mol. As for the strongest force on any atom: 2.52 eV/Å. Its SMILES is NCCCCN.O.O. The value obtained for the HOMO energy is -9.20 eV.


Lowest unoccupied orbital energy, record by record: -0.26 0.34 eV
Kohn-Sham gap, record by record: 7.845 9.537 eV